Entry 1:
{"formula": "C24H72O24", "method": "wB97M-V/def2-TZVPD", "s2": 0.756, "relative_energy_kj_mol": 312.0, "e_tot_ev": -75177.6368, "multiplicity": 2, "homo_ev": [-11.55, -11.55], "total_charge": 1, "lumo_ev": [-2.27, -8.77], "fmax_ev_per_a": 3.962, "species": ["C", "C", "O", "O", "H", "H", "H", "H", "H", "H", "C", "C", "O", "O", "H", "H", "H", "H", "H", "H", "C", "C", "O", "O", "H", "H", "H", "H", "H", "H", "C", "C", "O", "O", "H", "H", "H", "H", "H", "H", "C", "C", "O", "O", "H", "H", "H", "H", "H", "H", "C", "C", "O", "O", "H", "H", "H", "H", "H", "H", "C", "C", "O", "O", "H", "H", "H", "H", "H", "H", "C", "C", "O", "O", "H", "H", "H", "H", "H", "H", "C", "C", "O", "O", "H", "H", "H", "H", "H", "H", "C", "C", "O", "O", "H", "H", "H", "H", "H", "H", "C", "C", "O", "O", "H", "H", "H", "H", "H", "H", "C", "C", "O", "O", "H", "H", "H", "H", "H", "H"], "coordinates": [[23.0113, -5.0216, -18.4329], [23.5779, -6.0630, -17.4611], [23.2951, -7.3031, -18.1125], [23.6669, -5.0234, -19.7619], [23.1349, -4.0001, -18.0733], [21.9724, -5.2974, -18.6140], [23.0337, -5.8854, -16.5335], [24.6487, -6.0689, -17.2575], [22.4434, -7.6130, -17.7958], [23.2141, -4.4561, -20.3902], [26.7171, -2.5006, -18.5373], [27.5762, -1.4200, -17.8654], [28.8087, -1.1643, -18.5864], [25.5543, -2.8040, -17.8667], [27.2941, -3.4241, -18.5865], [26.3808, -2.1123, -19.4986], [27.6528, -1.7399, -16.8262], [27.1115, -0.4428, -17.7346], [29.1923, -0.3085, -18.3815], [25.8062, -3.4958, -17.2507], [24.0127, -10.1670, -20.6786], [24.4930, -11.4782, -20.0476], [24.8162, -11.5592, -18.6691], [23.0011, -10.3616, -21.7246], [24.8426, -9.5814, -21.0740], [23.5275, -9.6701, -19.8385], [25.3699, -11.8987, -20.5399], [23.8167, -12.3230, -20.1786], [25.3784, -10.8080, -18.4659], [22.7524, -9.4950, -22.0544], [17.1303, -3.2391, -19.1487], [18.0561, -4.0778, -19.9666], [19.1089, -4.4223, -19.0851], [17.7668, -1.9930, -18.9648], [17.0274, -3.8052, -18.2229], [16.1766, -3.0925, -19.6557], [18.5670, -3.6263, -20.8170], [17.4360, -4.9271, -20.2535], [19.6721, -3.6893, -18.8260], [17.2843, -1.5292, -18.2765], [19.7729, -3.4256, -14.2423], [21.3752, -3.2541, -14.3793], [21.8598, -3.4208, -13.0238], [19.5228, -4.7438, -13.7082], [19.2981, -3.3519, -15.2206], [19.4378, -2.6267, -13.5808], [21.7116, -2.2534, -14.6506], [21.8203, -4.0025, -15.0349], [21.3496, -4.1963, -12.7790], [18.7745, -5.2044, -14.0947], [21.5399, -1.4196, -17.5306], [20.7026, -0.2603, -17.0132], [19.6073, -0.7940, -16.2961], [20.6938, -2.3934, -18.2042], [22.0872, -1.8574, -16.6958], [22.3237, -1.1211, -18.2267], [20.4042, 0.4888, -17.7466], [21.2730, 0.2286, -16.2235], [19.0791, -0.0462, -16.0072], [19.8701, -2.1531, -17.7737], [23.7044, -1.3835, -21.5258], [22.2105, -1.6341, -21.1201], [22.0607, -2.7787, -20.3955], [24.3161, -0.9564, -20.2800], [23.7392, -0.6034, -22.2862], [24.1660, -2.2868, -21.9247], [21.7121, -1.6578, -22.0892], [21.7904, -0.7584, -20.6254], [21.4876, -2.5335, -19.6654], [24.4775, -1.6198, -19.6051], [20.1388, -9.2748, -19.1482], [19.9923, -7.8215, -19.6544], [19.5275, -6.9727, -18.6656], [19.9663, -10.2350, -20.1639], [19.4139, -9.4170, -18.3467], [21.0843, -9.4041, -18.6215], [19.1851, -7.9143, -20.3811], [20.7210, -7.4603, -20.3801], [19.2983, -6.1209, -19.0444], [20.8572, -10.5106, -20.3917], [26.8541, -8.7691, -16.1658], [27.6837, -9.6930, -17.1654], [27.0510, -9.9271, -18.3894], [26.5594, -7.6724, -16.9709], [27.4410, -8.5081, -15.2851], [25.9434, -9.1492, -15.7028], [27.8631, -10.6723, -16.7216], [28.7186, -9.3843, -17.3132], [27.6559, -10.4804, -18.8889], [26.3320, -7.9046, -17.8742], [26.1810, -5.8401, -22.2245], [24.7963, -6.0576, -22.9754], [23.8542, -6.5548, -22.0701], [26.2333, -4.6892, -21.3873], [27.0706, -5.6674, -22.8302], [26.3988, -6.6426, -21.5198], [24.9425, -6.7548, -23.8004], [24.5733, -5.0656, -23.3684], [23.8053, -6.0490, -21.2556], [25.8339, -5.0148, -20.5773], [22.5434, -7.7528, -14.1340], [21.1522, -7.9867, -14.7607], [21.2101, -7.8861, -16.1724], [23.4788, -8.7750, -13.9972], [22.4216, -7.6349, -13.0573], [23.0586, -6.8431, -14.4423], [20.5194, -7.1810, -14.3884], [20.6952, -8.9193, -14.4299], [20.5620, -7.2458, -16.4749], [23.3058, -9.2170, -13.1627], [28.0960, -5.2703, -15.2482], [29.3280, -5.1126, -16.1268], [29.6121, -6.3061, -16.8109], [27.0039, -5.0856, -16.0177], [27.9984, -4.5972, -14.3964], [28.0419, -6.2587, -14.7919], [30.1949, -4.9470, -15.4871], [29.1893, -4.3178, -16.8597], [29.9429, -6.9048, -16.1374], [26.9213, -5.9363, -16.4550]], "lowdin_spin": [0.0023, 0.0008, 0.0025, 0.0143, 0.0000, 0.0009, 0.0000, 0.0002, 0.0001, -0.0005, 0.0001, 0.0000, 0.0000, 0.0001, 0.0001, -0.0001, 0.0000, 0.0000, 0.0000, 0.0000, 0.0004, 0.0001, 0.0001, 0.0001, 0.0003, 0.0000, 0.0000, 0.0001, 0.0000, -0.0001, 0.0000, 0.0000, 0.0000, 0.0000, 0.0000, 0.0000, 0.0000, 0.0000, 0.0000, 0.0000, 0.0000, 0.0000, 0.0000, 0.0000, 0.0000, 0.0000, 0.0000, 0.0000, 0.0000, 0.0000, 0.0000, 0.0000, 0.0000, 0.0001, 0.0000, 0.0000, 0.0000, 0.0000, 0.0000, 0.0000, 0.0014, 0.0010, 0.0010, 0.0023, 0.0000, 0.0006, 0.0002, 0.0000, 0.0000, 0.0001, 0.0000, 0.0001, 0.0000, 0.0001, 0.0000, 0.0000, 0.0000, 0.0000, 0.0000, 0.0000, 0.0000, 0.0000, 0.0000, 0.0000, 0.0000, 0.0000, 0.0000, 0.0000, 0.0000, 0.0000, 0.1355, 0.1376, 0.3232, 0.3095, 0.0195, 0.0125, 0.0015, 0.0259, 0.0041, 0.0017, 0.0000, 0.0000, 0.0000, 0.0000, 0.0000, 0.0000, 0.0000, 0.0000, 0.0000, 0.0000, 0.0000, 0.0000, 0.0000, 0.0000, 0.0000, 0.0000, 0.0000, 0.0000, 0.0000, 0.0000]}



Entry 2:
{"formula": "C24H73FInO11S11", "method": "wB97M-V/def2-TZVPD", "e_tot_ev": -175662.6550, "homo_ev": -3.95, "total_charge": -1, "lumo_ev": 1.61, "fmax_ev_per_a": 2.879, "species": ["C", "C", "F", "In", "H", "H", "H", "H", "H", "H", "H", "C", "S", "O", "C", "H", "H", "H", "H", "H", "H", "C", "S", "O", "C", "H", "H", "H", "H", "H", "H", "C", "S", "O", "C", "H", "H", "H", "H", "H", "H", "C", "S", "O", "C", "H", "H", "H", "H", "H", "H", "C", "S", "O", "C", "H", "H", "H", "H", "H", "H", "C", "S", "O", "C", "H", "H", "H", "H", "H", "H", "C", "S", "O", "C", "H", "H", "H", "H", "H", "H", "C", "S", "O", "C", "H", "H", "H", "H", "H", "H", "C", "S", "O", "C", "H", "H", "H", "H", "H", "H", "C", "S", "O", "C", "H", "H", "H", "H", "H", "H", "C", "S", "O", "C", "H", "H", "H", "H", "H", "H"], "coordinates": [[-5.3999, 3.3095, 2.6573], [-3.8964, 3.5972, 2.5264], [-3.3016, 2.4924, 1.8342], [-3.4953, 5.4865, 1.3373], [-5.5789, 2.2378, 2.5039], [-5.7282, 3.5933, 3.6592], [-5.9703, 3.8668, 1.9150], [-3.4411, 3.6348, 3.5211], [-5.0229, 6.3810, 1.0835], [-2.3522, 6.5195, 2.2476], [-2.8637, 4.9066, -0.1974], [-2.3518, 0.2873, 0.2573], [-2.5119, -0.0995, -1.4816], [-3.5668, -1.1615, -1.6170], [-0.9401, -0.9438, -1.6505], [-3.2486, 0.8098, 0.5785], [-2.2288, -0.6326, 0.8287], [-1.4939, 0.9436, 0.3995], [-0.9137, -1.7930, -0.9641], [-0.1241, -0.2536, -1.4393], [-0.8640, -1.2941, -2.6789], [-0.8731, -1.0625, 3.5914], [-1.3645, 0.6633, 3.6830], [-0.2311, 1.4039, 4.3038], [-2.6045, 0.4281, 4.9599], [-0.0666, -1.1377, 2.8629], [-0.5213, -1.4090, 4.5642], [-1.7270, -1.6575, 3.2593], [-2.1372, -0.0055, 5.8452], [-3.3877, -0.2262, 4.5750], [-3.0211, 1.4062, 5.1932], [-3.2132, 2.5175, -4.3654], [-2.4166, 3.5147, -3.0942], [-3.3681, 4.5981, -2.7521], [-1.1897, 4.2347, -4.1963], [-4.0540, 2.0075, -3.8989], [-3.5688, 3.1651, -5.1683], [-2.4993, 1.7838, -4.7425], [-1.6818, 4.7651, -5.0138], [-0.5462, 3.4422, -4.5729], [-0.6043, 4.9344, -3.6011], [-4.2305, -3.8555, 1.2433], [-4.1076, -2.2433, 2.0242], [-2.9513, -2.3100, 2.9663], [-5.5958, -2.3970, 3.0203], [-3.3596, -3.9730, 0.6021], [-4.2429, -4.6326, 2.0087], [-5.1351, -3.8907, 0.6370], [-5.5160, -3.2708, 3.6679], [-6.4599, -2.4810, 2.3616], [-5.6815, -1.4947, 3.6223], [3.5924, 1.2130, 5.2197], [3.1347, 1.2649, 3.4823], [4.2040, 0.5385, 2.7354], [3.4465, 3.0198, 3.2610], [3.4979, 0.1814, 5.5524], [4.6233, 1.5499, 5.3359], [2.9083, 1.8442, 5.7863], [4.4867, 3.2386, 3.5054], [2.7673, 3.5866, 3.8971], [3.2500, 3.2588, 2.2183], [-1.3595, -5.5061, 4.5556], [0.1658, -5.1899, 5.4535], [0.1825, -3.7345, 5.7726], [1.2622, -5.4289, 4.0510], [-2.1862, -5.3581, 5.2470], [-1.4490, -4.8079, 3.7228], [-1.3574, -6.5361, 4.1987], [0.9899, -4.7368, 3.2539], [1.1876, -6.4612, 3.7093], [2.2766, -5.2258, 4.3874], [2.7842, 2.2706, -4.0601], [1.4737, 1.1055, -4.4322], [0.3242, 1.4502, -3.5461], [2.2718, -0.3337, -3.7201], [2.4482, 3.2506, -4.3929], [2.9624, 2.2795, -2.9842], [3.6822, 1.9796, -4.6034], [2.4879, -0.1402, -2.6685], [3.1896, -0.5351, -4.2720], [1.5816, -1.1728, -3.8116], [5.1505, 1.0415, -8.1150], [5.2559, -0.2723, -6.8951], [5.0159, 0.3666, -5.5731], [7.0299, -0.5291, -7.0278], [4.1172, 1.3827, -8.1444], [5.7997, 1.8643, -7.8168], [5.4403, 0.6524, -9.0913], [7.5487, 0.4038, -6.8078], [7.2697, -0.8769, -8.0326], [7.3094, -1.2879, -6.3000], [2.4077, -4.5686, 10.9778], [1.3243, -4.9036, 9.5805], [1.9811, -5.9735, 8.7807], [1.6144, -3.3519, 8.7282], [2.4030, -5.4466, 11.6206], [3.4181, -4.3806, 10.6148], [2.0303, -3.7072, 11.5290], [2.6808, -3.2482, 8.5255], [1.2578, -2.5293, 9.3489], [1.0581, -3.3763, 7.7904], [-0.1798, -5.5156, -4.7763], [-0.9307, -3.8808, -4.8040], [0.1280, -2.9211, -4.3910], [-1.9971, -4.1251, -3.3774], [0.5634, -5.5517, -5.5701], [0.3008, -5.6775, -3.8114], [-0.9471, -6.2688, -4.9561], [-1.3861, -4.3855, -2.5126], [-2.7148, -4.9161, -3.5964], [-2.5270, -3.1912, -3.1844], [2.5315, 6.3337, -5.5267], [1.6065, 5.5306, -6.8420], [2.3954, 4.3402, -7.2625], [1.8969, 6.8045, -8.0781], [2.5127, 5.6782, -4.6588], [3.5603, 6.4919, -5.8507], [2.0536, 7.2805, -5.2759], [2.9696, 6.9286, -8.2273], [1.4428, 7.7386, -7.7474], [1.4293, 6.4776, -9.0044]], "lowdin_charge": [-0.1651, -0.4813, -0.2249, 0.2597, 0.0523, 0.0560, 0.0263, 0.0445, -0.1543, -0.1745, -0.1279, -0.2779, 0.8191, -0.5873, -0.2697, 0.0419, 0.0153, 0.0682, 0.0563, 0.0485, 0.0189, -0.2774, 0.8056, -0.5781, -0.2459, 0.0524, 0.0448, -0.0698, 0.0557, 0.0315, 0.0444, -0.2731, 0.7640, -0.5770, -0.2841, 0.0443, 0.0491, 0.0446, 0.0505, 0.0136, 0.0499, -0.2464, 0.8779, -0.5529, -0.2473, 0.0482, 0.0537, 0.0588, 0.0575, 0.0576, 0.0504, -0.2707, 0.8008, -0.5770, -0.2663, 0.0448, 0.0503, 0.0541, 0.0512, 0.0577, 0.0493, -0.2660, 0.8175, -0.5493, -0.2605, 0.0508, 0.0475, 0.0505, 0.0595, 0.0512, 0.0526, -0.2505, 0.8187, -0.5656, -0.2528, 0.0210, 0.0656, 0.0258, 0.0644, 0.0275, 0.0158, -0.2609, 0.8220, -0.5578, -0.2731, 0.0537, 0.0604, 0.0517, 0.0575, 0.0503, 0.0488, -0.2810, 0.7900, -0.5671, -0.2638, 0.0438, 0.0549, 0.0491, 0.0621, 0.0565, 0.0106, -0.2758, 0.8235, -0.5580, -0.2652, 0.0458, 0.0563, 0.0491, 0.0594, 0.0529, 0.0354, -0.2618, 0.7939, -0.5626, -0.2743, 0.0394, 0.0581, 0.0572, 0.0548, 0.0527, 0.0467]}



Entry 3:
{"formula": "C24H73NO13", "method": "wB97M-V/def2-TZVPD", "e_tot_ev": -54144.3956, "homo_ev": -8.41, "lumo_ev": 0.13, "fmax_ev_per_a": 14.481, "species": ["C", "C", "C", "C", "C", "C", "N", "O", "C", "C", "C", "H", "H", "H", "H", "H", "H", "H", "H", "H", "H", "H", "H", "H", "H", "H", "H", "H", "H", "H", "O", "H", "H", "O", "H", "H", "O", "H", "H", "O", "H", "H", "O", "H", "H", "O", "H", "H", "O", "H", "H", "C", "C", "C", "O", "H", "H", "H", "H", "H", "H", "H", "H", "C", "C", "C", "O", "H", "H", "H", "H", "H", "H", "H", "H", "C", "C", "C", "O", "H", "H", "H", "H", "H", "H", "H", "H", "C", "C", "C", "O", "H", "H", "H", "H", "H", "H", "H", "H", "C", "C", "C", "O", "H", "H", "H", "H", "H", "H", "H", "H"], "coordinates": [[1.4674, -2.4940, 4.1826], [-0.0336, -2.0667, 3.8380], [-0.0249, -0.6634, 3.1724], [0.4969, -0.6749, 1.7402], [-0.3425, -1.6086, 0.9303], [-0.3532, -3.0754, 1.5410], [-0.7625, -2.9776, 2.9511], [-0.8829, -4.2613, 3.5330], [-1.3962, -3.9638, 0.7544], [1.0798, -3.7543, 1.3940], [-0.8632, -1.9135, 5.1964], [1.8131, -2.4226, 5.2138], [2.2777, -1.9746, 3.6710], [1.6696, -3.5203, 3.8761], [-0.9602, -0.1228, 3.3176], [0.6781, -0.0615, 3.7482], [1.5544, -0.9373, 1.7109], [0.6681, 0.2970, 1.2775], [0.0855, -1.6887, -0.0690], [-1.3682, -1.2526, 0.8336], [-1.5163, -4.9364, 1.2316], [-2.3708, -3.4824, 0.8359], [-1.0927, -4.1145, -0.2816], [1.9414, -3.1044, 1.5470], [1.1942, -4.6809, 1.9565], [1.2082, -4.1138, 0.3730], [-1.9181, -1.7700, 4.9630], [-0.4664, -1.0218, 5.6818], [-0.9045, -2.7594, 5.8827], [-1.8199, -4.4139, 3.6755], [-2.9925, 2.9389, 1.4015], [-3.0038, 1.9956, 1.2394], [-3.9159, 3.1901, 1.4210], [-1.5343, 3.8065, 0.2938], [-0.7760, 3.3440, 0.6505], [-2.2624, 3.5437, 0.8569], [2.1682, 1.0040, 1.9393], [2.9822, 0.7877, 1.4843], [1.6140, 1.3977, 1.2654], [-1.0388, 2.1490, -3.3522], [-0.1308, 1.9079, -3.1691], [-1.3142, 2.6486, -2.5835], [-1.5751, 3.2889, -1.7268], [-2.4648, 3.5541, -1.9597], [-1.4017, 3.7331, -0.8968], [2.4750, 2.2883, -0.9350], [2.9778, 1.5986, -0.5017], [1.5605, 2.0438, -0.7932], [-3.7216, 0.8123, 1.0635], [-3.5423, 0.2765, 0.2909], [-4.4614, 1.3630, 0.8073], [-2.8251, 0.0784, -2.3860], [-2.8684, -1.0303, -1.3270], [-1.5834, -1.5760, -0.8829], [-3.6105, -0.5505, -0.2264], [-3.8033, 0.5286, -2.5552], [-2.5553, -0.3692, -3.3425], [-2.0097, 0.7926, -2.2716], [-3.4997, -1.7854, -1.7953], [-1.7896, -2.3126, -0.1064], [-0.9191, -0.8580, -0.4018], [-1.0020, -2.0352, -1.6824], [-3.8013, -1.3395, 0.2861], [0.2726, 0.3461, -1.3923], [-0.0950, 1.4628, -0.4166], [-1.3222, 1.2458, 0.4684], [1.0450, 1.6542, 0.4211], [-0.4898, 0.1404, -2.1436], [0.4348, -0.5210, -0.7521], [1.1532, 0.5780, -1.9915], [-0.2988, 2.3159, -1.0637], [-1.5432, 2.0322, 1.1901], [-1.1952, 0.4434, 1.1952], [-2.2481, 0.9801, -0.0416], [0.8297, 2.3892, 0.9999], [1.5627, 2.1599, -3.6111], [1.4203, 0.6151, -3.6827], [1.7745, 0.0648, -5.0838], [2.2889, 0.1170, -2.7191], [1.4257, 2.5283, -2.5945], [0.7544, 2.5619, -4.2220], [2.5054, 2.5410, -4.0037], [0.3924, 0.4195, -3.3775], [1.9383, -1.0092, -5.1718], [2.6688, 0.5751, -5.4417], [0.9961, 0.2905, -5.8127], [2.5401, -0.7927, -2.8950], [2.0018, 4.1512, 2.0875], [0.7127, 4.3110, 1.2171], [1.0407, 4.6389, -0.2298], [-0.1175, 3.1581, 1.4316], [2.3806, 5.1316, 2.3762], [2.8477, 3.7015, 1.5675], [1.8717, 3.5042, 2.9551], [0.0926, 5.0948, 1.6521], [1.5054, 3.7707, -0.6971], [1.7322, 5.4735, -0.3452], [0.1097, 4.8775, -0.7440], [-0.3799, 3.1759, 2.3549], [2.6596, -4.1372, -1.9186], [1.3249, -3.4559, -1.7607], [1.5565, -2.1469, -0.9496], [0.9181, -2.9872, -3.0502], [3.4866, -3.4619, -2.1379], [2.6960, -4.7858, -2.7939], [3.0109, -4.6730, -1.0368], [0.5215, -4.0857, -1.3787], [0.5892, -1.6890, -0.7430], [2.1226, -1.3782, -1.4755], [2.0808, -2.2710, -0.0021], [-0.0079, -2.7359, -3.0189]], "lowdin_charge": [-0.0147, -0.4229, -0.1003, -0.1814, -0.2302, -0.3429, -0.1081, -0.0207, -0.0158, -0.0188, -0.0301, 0.0735, 0.0696, 0.0581, 0.1203, 0.1155, 0.1147, 0.0757, -0.0240, 0.0940, 0.0855, 0.0832, 0.0756, 0.0701, 0.0884, 0.0394, 0.0716, 0.0763, 0.0693, 0.1019, 0.0815, -0.0443, 0.1250, -0.0413, -0.2506, -0.2042, -0.0509, 0.0625, -0.2505, -0.0998, -0.0519, -0.2503, 0.0449, 0.1300, -0.1221, -0.0701, 0.0753, -0.0453, -0.0291, -0.3170, 0.0891, -0.0104, -0.3454, -0.1363, 0.1046, 0.0995, 0.0985, 0.0349, 0.1476, 0.0443, 0.0266, 0.1182, 0.1733, -0.0443, -0.2237, 0.0184, -0.1186, 0.0853, 0.0432, 0.0147, 0.1234, 0.0874, 0.0923, 0.0999, -0.0006, -0.0318, -0.4618, -0.0086, -0.0948, 0.0677, 0.0905, 0.1070, 0.0933, 0.0728, 0.0779, 0.0838, 0.0950, -0.0099, -0.2980, 0.0170, -0.0039, 0.0855, 0.0825, 0.0819, 0.1549, 0.0601, 0.1118, 0.0908, 0.1991, -0.0431, -0.4157, -0.0439, -0.0420, 0.0844, 0.0830, 0.0851, 0.1162, -0.0270, 0.0912, 0.0900, 0.0719]}



- Number 3 is which compound?
  C24H73NO13